The following is a quantum chemistry calculation of a cluster of 5 separate species, C17H31NO22S4 in total, from OMol25.

Structure (XYZ):
```
75
Properties=species:S:1:pos:R:3:forces:R:3:mulliken_charge:R:1
N -2.958525 -0.554567 0.663681 -1.271 -0.324 -0.616 -0.5326
C -3.485163 -0.791974 -0.720770 0.858 1.196 0.263 -0.7765
C -2.258660 -0.543638 -1.746685 -0.600 -2.260 -0.455 0.0429
O -1.059272 -1.083626 -1.083225 -0.410 0.362 -1.026 0.0466
C -2.381514 -1.325822 -3.149540 0.661 1.192 0.324 -0.6548
C -1.149904 -0.841157 -4.114895 -1.347 -0.749 -1.729 0.5737
O -1.821347 -0.759896 -5.441490 2.825 -0.626 -2.182 -0.4534
C -0.839170 -1.112261 -6.448100 1.085 0.884 -3.046 0.3853
O -0.747679 -0.641978 -7.614848 -1.050 -2.202 5.538 -0.5589
O 0.124601 -2.079114 -5.950880 -2.857 3.927 0.701 -0.4129
C -0.092723 -1.977023 -4.504726 -0.133 -3.227 2.113 0.2459
C 1.226941 -2.204469 -3.622130 -0.044 0.228 0.987 -0.3951
C 1.838719 -0.881677 -2.948260 1.001 -0.666 -1.179 0.0057
C 2.079140 0.347185 -3.940588 1.686 4.058 2.006 0.3389
O 2.536141 1.418344 -3.422177 -2.016 -4.170 -2.010 -0.6158
O 1.812518 0.365140 -5.340937 -1.113 -0.245 2.410 -0.4271
H -2.517005 -1.393140 1.057557 0.065 0.926 -0.454 0.2354
H -2.349093 0.269283 0.702457 -0.235 -0.959 -0.008 0.2039
H -4.259719 0.030139 -0.913202 0.756 -1.434 0.076 0.2806
H -3.947412 -1.834567 -0.772407 0.670 1.451 -0.142 0.3000
H -2.176502 0.574747 -1.969480 0.350 -1.516 0.624 0.3801
H -1.022433 -2.052756 -1.257205 -0.188 0.941 0.001 -0.0187
H -2.356464 -2.466877 -3.018834 -0.004 1.851 -0.098 0.0380
H -3.367349 -1.044224 -3.664800 1.529 -0.320 0.595 0.3541
H -0.812276 0.241533 -3.975937 -0.069 -1.662 0.554 0.3011
H -0.692850 -2.941279 -4.301025 0.800 1.476 -0.194 0.3238
H 0.911839 -2.900771 -2.738988 0.618 1.388 -1.696 -0.0587
H 2.062300 -2.792158 -4.167344 -1.610 1.160 0.492 0.4662
H 1.259615 -0.487027 -2.047653 0.535 -0.511 -1.481 -0.3132
H 2.885336 -1.177226 -2.546062 -1.669 0.709 -0.639 0.5108
H 1.191999 1.134419 -5.454986 1.193 -0.691 -0.088 0.3669
O 5.238149 -1.452271 1.337461 -0.961 -0.371 -0.495 -0.5864
S 3.849272 -1.616310 1.024874 -0.023 0.344 0.238 1.0894
O 3.336703 -2.769248 0.344786 0.533 0.608 0.515 -0.4959
O 3.346224 -0.286917 0.242430 0.535 -0.592 0.546 -0.3132
C 2.269260 0.314733 0.964001 -0.717 -0.022 0.180 0.0872
C 2.503488 -0.057561 2.420220 0.223 0.428 0.058 -0.1122
O 2.991561 -1.400536 2.385513 0.206 -0.410 -1.041 -0.3702
H 1.331078 -0.110109 0.593638 -0.024 0.059 0.051 -0.0946
H 2.263429 1.394391 0.809913 0.232 -0.161 -0.114 0.4209
H 1.597849 0.005737 3.014850 0.333 -0.487 -0.125 0.1661
H 3.277902 0.571679 2.869029 -0.110 0.035 -0.002 0.2612
O 0.852932 1.907578 3.394341 -1.026 0.002 -0.460 -0.7057
S -0.539150 1.739680 3.077948 -0.904 0.662 0.520 1.2885
O -1.046170 0.587212 2.397034 1.002 0.641 0.665 -0.5601
O -1.043171 3.068131 2.295453 0.769 -0.675 0.478 -0.3173
C -2.121642 3.668850 3.015576 -0.849 0.068 0.256 -0.3791
C -1.887128 3.297471 4.470524 0.267 0.869 0.136 -0.1380
O -1.397056 1.955015 4.436367 0.340 -0.555 -1.138 -0.3664
H -3.058217 3.243078 2.644704 0.051 0.033 0.024 0.2978
H -2.128794 4.748586 2.861644 0.252 -0.152 -0.079 0.3477
H -2.796961 3.360448 5.067312 0.111 -0.293 -0.064 0.3205
H -1.113984 3.927671 4.919462 -0.140 0.052 -0.013 0.1401
O 1.757293 7.808623 5.559535 -0.722 -0.987 -0.115 -0.5547
S 1.121286 6.634555 5.041917 0.473 0.133 -0.133 1.1014
O -0.091231 6.100945 5.590783 0.682 0.545 -0.332 -0.5371
O 2.226091 5.447935 4.973839 -0.439 0.909 0.037 -0.3081
C 2.343157 4.980990 3.628932 -0.304 -0.422 -0.573 0.2373
C 1.984104 6.172498 2.754577 0.760 0.049 -0.106 -0.4013
O 0.917118 6.827207 3.442511 -0.285 -0.464 0.820 -0.3174
H 1.632665 4.161350 3.490543 0.119 0.041 -0.047 -0.1880
H 3.354442 4.619858 3.437838 -0.058 0.124 0.250 0.3317
H 1.672104 5.874951 1.753275 -0.216 0.095 0.181 0.3422
H 2.819977 6.874366 2.680753 -0.024 -0.077 -0.042 0.3208
O -1.978070 -6.223739 -2.550641 0.685 1.074 0.342 -0.6184
S -1.341607 -5.266298 -1.697952 -0.145 -0.956 0.507 0.8139
O -0.861038 -3.999574 -2.173027 -0.619 -0.855 0.265 -0.2970
O -0.139202 -6.011358 -0.906412 -0.877 0.253 -0.582 -0.3385
C -0.351676 -5.900792 0.502177 0.050 0.433 0.633 -0.2611
C -1.859746 -5.802642 0.674540 0.077 -0.728 0.263 -0.3719
O -2.305207 -4.999619 -0.419791 0.736 0.399 -0.675 -0.3227
H 0.145911 -4.991528 0.851455 -0.013 -0.069 0.024 0.2368
H 0.067507 -6.764366 1.019594 -0.001 0.009 -0.301 0.3299
H -2.141130 -5.348979 1.624942 -0.045 0.175 -0.253 0.3525
H -2.332413 -6.785254 0.587011 0.047 0.049 0.058 0.2868
```
Forces are in eV/Å.

As for the total energy: -108001.090 eV. Its net charge is 0. For the energy above the lowest of the compared OMol25 structures with the same formula, charge and spin, the calculation gives 3.384 eV. Its SMILES is NC[C@@H](O)C[C@@H]1OC(=O)O[C@H]1CCC(=O)O.O=S1(=O)OCCO1.O=S1(=O)OCCO1.O=S1(=O)OCCO1.O=S1(=O)OCCO1. The value obtained for the HOMO energy is -0.33357 hartree.

***

The following is a quantum chemistry calculation of a structure of composition C18H31Cl2HgN4O3S, from OMol25.

Structure (XYZ):
```
60
Properties=species:S:1:pos:R:3:forces:R:3:nbo_charge:R:1
O 1.055068 -1.872019 -2.062867 -0.807 -0.838 -2.080 -0.5452
C 0.526810 -1.995905 -3.172035 0.139 0.563 1.506 0.4087
C 0.691897 -3.202005 -3.997907 0.197 -0.744 -0.265 -0.1628
C 0.918730 -4.451141 -3.392880 0.357 0.259 -0.311 -0.1484
H 0.673440 -4.576481 -2.342362 0.304 0.110 -0.056 0.2324
C 1.475991 -5.486018 -4.135312 -0.230 0.119 -0.452 -0.2248
H 1.689523 -6.445085 -3.657214 -0.007 0.318 -0.202 0.2145
C 1.736794 -5.293754 -5.505256 -0.257 0.309 0.018 -0.1988
H 2.234211 -6.088556 -6.075900 -0.315 0.378 0.193 0.2100
C 1.323432 -4.106995 -6.147397 -0.050 -0.423 0.155 -0.2298
H 1.422127 -4.011319 -7.237409 0.027 -0.019 0.565 0.2132
C 0.766823 -3.066529 -5.393816 0.216 -0.287 0.362 -0.1684
H 0.408781 -2.137903 -5.848819 0.359 -0.272 0.069 0.2231
H -0.084356 -1.181644 -3.602014 0.187 0.072 0.181 0.1711
C 3.119446 1.201192 -1.249223 0.588 0.428 -0.335 -0.6806
C 1.991268 1.513085 -0.357706 -1.519 -1.092 0.274 -0.4492
H 3.829668 2.032918 -1.317587 0.349 -0.019 -0.262 0.1599
H 2.764521 0.933007 -2.250949 0.090 0.217 -0.029 0.1988
H 3.658360 0.310164 -0.896226 -0.107 0.165 0.109 0.2149
C 1.800007 2.470417 0.532619 0.013 0.689 0.381 -0.2921
C 2.634285 3.709354 0.717881 0.488 -0.053 0.022 -0.6519
H 0.965064 2.430798 1.247552 0.166 -0.062 -0.678 0.2231
H 3.538906 3.659621 0.099881 -0.032 0.214 0.141 0.1841
H 2.926644 3.813990 1.770692 0.096 0.093 -0.066 0.1866
H 2.074884 4.616794 0.447410 0.061 -0.150 0.018 0.1904
Hg 0.360425 -0.013714 -0.485645 0.840 1.463 0.390 1.3441
Cl 1.442207 -1.156261 1.350808 0.223 -1.298 0.989 -0.8073
Cl -1.139047 0.763656 -2.218065 -0.995 -0.137 -0.654 -0.8037
H -1.691015 -4.055272 0.472400 -0.042 0.138 -0.107 0.1715
H -1.038351 -4.694319 2.801434 -0.016 0.022 0.106 0.1735
C -1.213134 -3.078546 0.631585 0.171 -0.122 -0.019 -0.4358
C -0.634561 -3.686664 2.951655 -0.207 0.106 -0.128 -0.3979
N -1.290057 -2.766345 2.044432 -0.159 -0.020 0.068 -0.4274
H -1.721351 -2.299130 0.052409 0.121 -0.211 0.192 0.2401
C -1.765856 -1.574311 2.472165 0.211 0.785 -0.685 0.5558
O -2.104186 -0.642976 1.741379 -0.064 -1.081 0.740 -0.6484
H -0.833995 -3.363169 3.977104 0.129 -0.121 -0.096 0.2021
H -1.811899 -1.511385 3.579924 0.057 0.094 -0.283 0.1105
H -0.162316 -3.145759 0.315301 -0.212 0.143 0.056 0.2294
H 0.449023 -3.722557 2.777389 -0.167 0.217 0.003 0.2185
H -3.912654 4.791369 1.332964 0.121 -0.082 0.060 0.1724
H -5.296918 2.980930 0.044377 0.088 -0.118 0.001 0.1713
C -3.059853 4.500129 0.703888 -0.185 -0.140 -0.217 -0.4167
C -4.374617 2.794199 -0.523924 0.245 0.017 0.190 -0.3956
N -3.202299 3.122046 0.266338 -0.448 0.494 -0.034 -0.4460
H -2.125381 4.604105 1.260839 -0.178 -0.071 -0.155 0.2487
C -2.286548 2.191674 0.631779 1.474 -0.224 0.707 0.5383
O -1.266590 2.445554 1.277312 -1.564 -0.097 -0.923 -0.6346
H -4.325717 1.739835 -0.815584 -0.024 0.239 0.017 0.2275
H -2.518354 1.161339 0.306740 -0.042 0.381 0.031 0.1612
H -3.069889 5.176085 -0.161612 0.169 -0.088 0.077 0.1820
H -4.424476 3.420823 -1.424917 0.124 -0.174 0.056 0.1851
N 0.285538 3.726043 4.956141 -0.304 0.390 0.160 -0.8225
C 0.886917 2.577209 4.554064 -0.484 -0.846 -0.370 0.2509
N 2.202143 2.502202 4.863429 0.552 -0.036 0.211 -0.8187
S 0.097543 1.363794 3.720949 0.318 0.616 0.712 -0.1846
H 0.736528 4.366666 5.592847 -0.128 -0.093 -0.220 0.3689
H -0.693117 3.851276 4.740669 0.320 -0.158 0.075 0.4157
H 2.704908 1.674650 4.576115 -0.197 0.214 0.074 0.4236
H 2.654626 3.180836 5.460155 -0.058 -0.177 -0.278 0.3690
```
Forces are in eV/Å.

As for the total energy: -71328.069 eV. Its net charge is -1. For the energy above the lowest of the compared OMol25 structures with the same formula, charge and spin, the calculation gives 1.520 eV. The value obtained for the HOMO energy is -0.09766 hartree.

***

The following is a quantum chemistry calculation of a structure of composition C12H35NO9, from OMol25.

Structure (XYZ):
```
57
Properties=species:S:1:pos:R:3:forces:R:3:nbo_charge:R:1
C 1.889814 -1.627759 0.693672 -0.971 -0.509 1.457 -0.6454
C 1.818574 -0.123839 0.771692 1.298 -2.188 0.502 -0.1268
C 1.147164 0.400771 2.058592 -0.526 1.427 -2.052 -0.0534
O 0.600294 1.733491 1.801452 -0.050 -1.053 0.867 -0.5514
C -0.688666 1.818091 1.117772 4.398 -2.347 2.368 -0.2379
N 3.139214 0.422051 0.548682 1.429 0.354 1.481 -0.8406
H 2.406284 -2.227909 1.442792 0.494 0.510 0.435 0.1926
H 2.076704 -2.067709 -0.285928 0.820 0.831 0.230 0.2524
H 0.840244 -1.897339 0.811282 1.721 0.795 1.028 0.1984
H 1.326064 0.039711 -0.186838 -1.253 0.531 0.683 0.2197
H 1.853674 0.519461 2.880082 -0.041 -0.179 -0.043 0.1999
H 0.333184 -0.288449 2.283302 0.992 0.148 0.992 0.1550
H -1.051736 2.833011 1.279712 4.055 -2.069 7.437 0.2060
H -1.438606 1.124361 1.497792 1.452 2.588 -0.931 0.2292
H -0.446516 1.770791 0.056062 -0.108 -0.430 -0.017 0.1716
H 3.694224 0.445641 1.392182 -0.101 0.139 0.301 0.3692
H 3.624974 -0.227179 -0.053518 0.269 0.159 0.115 0.3608
C -0.971766 -4.192989 -0.630258 1.857 0.374 -1.098 -0.0953
C 0.037704 -3.039009 -0.246638 -0.736 -1.716 -2.424 -0.0703
O 0.651514 -2.471589 -1.462688 -0.939 -1.021 0.997 -0.7351
O -0.255836 -5.158679 -1.480338 -1.375 0.977 0.589 -0.7183
H -1.758256 -3.707429 -1.208008 -0.119 -0.468 -0.461 0.1614
H -1.433876 -4.695259 0.219612 0.432 -0.063 -0.061 0.1772
H 0.804434 -3.515179 0.364492 -0.017 -0.199 -0.431 0.1725
H -0.350736 -2.205819 0.339022 -0.609 -1.082 -1.264 0.1854
H -0.091556 -2.148819 -1.977738 -0.017 0.000 -0.318 0.4650
H 0.495664 -5.489329 -0.982838 0.072 0.052 0.135 0.4630
C -1.927466 3.498381 -0.141848 -1.850 2.193 -1.834 -0.1266
C -1.538096 4.926631 -0.497938 0.931 -1.373 -0.653 -0.0960
O -1.163036 5.699891 0.597722 -0.526 0.941 1.574 -0.7246
O -3.194606 3.305151 0.435262 -2.265 -0.031 -0.402 -0.7523
H -1.365976 2.939191 0.606562 -2.732 4.331 -7.614 0.1782
H -1.844686 2.857721 -1.019798 -0.442 0.267 -0.365 0.1560
H -2.262966 5.491301 -1.084298 -0.290 -0.427 -0.319 0.1601
H -0.581496 4.836051 -1.012538 -0.197 -0.355 -1.131 0.1672
H -1.204686 6.590631 0.242122 0.217 0.262 0.590 0.4642
H -3.250056 3.617161 1.341452 0.385 0.205 0.036 0.4679
C 2.772294 0.522171 -2.271188 0.598 2.328 1.748 -0.0786
C 1.858794 0.174851 -3.396048 -0.589 -1.943 1.199 -0.0902
O 2.275024 -1.085429 -3.931258 0.229 0.310 -0.573 -0.7167
O 2.124544 1.492411 -1.385548 -0.767 0.834 -3.403 -0.7795
H 3.692874 0.962041 -2.654778 0.260 0.041 0.114 0.1697
H 3.040684 -0.275269 -1.578258 -0.228 -0.787 -1.335 0.1630
H 1.724174 0.893461 -4.204488 0.020 0.358 0.474 0.1772
H 0.974764 -0.062939 -2.804398 -0.965 0.613 -0.610 0.1582
H 1.736804 -1.185069 -4.719928 0.156 -0.417 -0.144 0.4615
H 2.222594 1.257441 -0.459928 1.177 0.660 -0.338 0.4989
C -2.119976 -1.868999 2.137852 -3.157 1.616 -1.102 -0.0781
C -1.847136 -0.470889 1.478332 -0.303 -3.882 1.617 -0.1591
O -2.639666 0.490361 2.222572 0.154 -1.564 -0.031 -0.7003
O -1.775506 -2.874389 1.275772 -0.198 -1.892 0.270 -0.7377
H -3.198536 -1.874509 1.980422 -0.597 0.202 1.694 0.1509
H -1.827386 -2.096899 3.162822 0.185 0.657 -0.032 0.1932
H -2.094106 -0.533629 0.418542 -0.391 0.102 0.022 0.1882
H -0.757596 -0.452429 1.503772 -1.137 1.073 -0.087 0.2092
H -3.491826 0.452711 1.782112 -0.316 0.311 0.084 0.4875
H -2.589916 -3.250179 0.933532 0.212 -0.195 0.037 0.4843
```
Forces are in eV/Å.

As for the total energy: -32914.356 eV. Its net charge is 0. For the energy above the lowest of the compared OMol25 structures with the same formula, charge and spin, the calculation gives 11.937 eV. The value obtained for the HOMO energy is -0.30584 hartree.

***

The following is a quantum chemistry calculation of a cluster of 2 separate species, C8H8 in total, from OMol25.

Structure (XYZ):
```
16
Properties=species:S:1:pos:R:3:forces:R:3:nbo_charge:R:1
C 0.122734 1.796868 -0.647116 -0.672 3.237 -0.753 -0.2069
C -0.580063 0.644251 -0.657020 1.438 -1.752 0.585 -0.2223
C 0.075911 -0.515797 -0.285377 1.108 1.365 0.326 -0.2080
C 1.352796 -0.409618 0.193566 1.741 -0.464 0.197 -0.2285
C 2.118557 0.744825 0.116100 0.894 0.671 -0.419 -0.2043
C 1.501399 1.891188 -0.407094 0.031 -0.804 -0.111 -0.2243
H -0.489676 2.720246 -0.883905 1.184 -0.922 -0.085 0.2081
H -1.529661 0.499935 -1.041794 -1.990 0.473 -0.457 0.2154
H -0.396425 -1.430118 -0.302816 -0.736 -1.690 -0.269 0.2275
H 1.980537 -1.233925 0.502191 -0.651 -0.660 0.149 0.2077
H 3.224639 0.615807 0.377908 -1.717 0.718 -0.507 0.2181
H 2.034951 2.734280 -0.846892 -0.009 0.091 0.898 0.2206
C -2.599456 -2.480239 0.596400 2.759 4.203 3.007 -0.2460
C -2.010749 -1.584739 1.208702 -2.255 -0.932 -0.335 -0.2457
H -3.059274 -3.324387 0.273665 -0.985 -1.859 -1.065 0.2226
H -1.746218 -0.668577 1.803483 -0.140 -1.676 -1.160 0.2662
```
Forces are in eV/Å.

As for the total energy: -8422.154 eV. Its net charge is 0. For the energy above the lowest of the compared OMol25 structures with the same formula, charge and spin, the calculation gives 2.866 eV. Its SMILES is c1ccccc1.C#C. The value obtained for the HOMO energy is -0.33542 hartree.

***

Table of lowest unoccupied orbital energy (eV), in record order: -0.01, 2.22, 0.09, 0.95
Table of strongest force on any atom (Eh/bohr), in record order: 0.11768, 0.04635, 0.17845, 0.11393